# 1
This record from OMol25 describes the molecule C17H25ClN2O2. The level of theory is the ωB97M-V functional and the def2-TZVPD basis.

Structure (ORCA input):
```
! wB97M-V def2-TZVPD RIJCOSX def2/J DEFGRID3
* xyz 0 1
C -0.7845 -5.7479 0.5091
C -1.1653 -4.5869 1.3717
C -1.5816 -4.7588 2.6778
C -1.9281 -3.6634 3.4554
Cl -2.4470 -3.9066 5.0887
C -1.8629 -2.3853 2.9384
C -1.4479 -2.1998 1.6287
C -1.0977 -3.2873 0.8392
O -0.6815 -3.2060 -0.4539
C -0.5676 -1.9345 -1.0538
C -0.0064 -2.1315 -2.4592
C 0.0325 -0.8161 -3.2412
C 0.9283 0.1805 -2.5185
O 2.1354 0.0751 -2.4923
N 0.2629 1.1707 -1.8821
C 0.9179 2.1787 -1.0749
C 0.5976 3.5848 -1.5795
C 1.2653 4.6224 -0.6829
N 0.7985 4.4760 0.6834
C 1.2789 5.5451 1.5306
C 1.1617 3.1724 1.2070
C 0.4919 2.0722 0.3901
H -0.8606 -6.6818 1.0581
H -1.4330 -5.7910 -0.3644
H 0.2348 -5.6234 0.1481
H -1.6371 -5.7515 3.0969
H -2.1325 -1.5362 3.5459
H -1.4035 -1.1948 1.2403
H 0.1077 -1.2955 -0.4692
H -1.5561 -1.4524 -1.1031
H -0.6249 -2.8606 -2.9848
H 1.0041 -2.5335 -2.3802
H 0.4626 -1.0055 -4.2250
H -0.9757 -0.4178 -3.3660
H -0.7423 1.2150 -1.9326
H 1.9915 1.9825 -1.1665
H 0.9440 3.7038 -2.6069
H -0.4832 3.7389 -1.5538
H 1.0041 5.6261 -1.0271
H 2.3636 4.5122 -0.7493
H 0.8628 5.4228 2.5296
H 2.3774 5.5675 1.6084
H 0.9402 6.4986 1.1278
H 0.8240 3.1148 2.2449
H 2.2571 3.0218 1.1943
H 0.7664 1.0961 0.7937
H -0.5918 2.1899 0.4592
*
```

SMILES string	Cc1cc(Cl)ccc1OCCCC(=O)NC1CCN(C)CC1
energy above the lowest of the compared OMol25 structures with the same formula, charge and spin	12.7	kcal/mol
Kohn-Sham gap	8.97	eV
max |F|	0.012	hartree/bohr
E_LUMO	0.60	eV

natural (NBO) atomic charge list, values in e, 6 entries: -0.624, -0.061, -0.220, -0.046, -0.006, -0.229

---

# 2
This record from OMol25 describes a cluster of 2 separate species, C7H11N3O2 in total at a distorted geometry. The level of theory is the ωB97M-V functional and the def2-TZVPD basis.

Structure (ORCA input):
```
! wB97M-V def2-TZVPD RIJCOSX def2/J DEFGRID3
* xyz 0 1
C -0.3265 0.9520 -2.0609
C 0.9180 1.4089 -2.1511
C 2.1441 0.7238 -1.6261
N 2.0793 -0.7013 -1.4865
C 1.9205 -1.3314 -0.2990
O 1.8480 -2.5418 -0.1399
H -0.5409 -0.0046 -1.5697
H -1.1850 1.4966 -2.4511
H 1.1309 2.3688 -2.6195
H 2.4155 1.1223 -0.6323
H 3.0075 0.9388 -2.2710
H 1.9718 -1.2317 -2.3616
H 1.9271 -0.6112 0.5372
N -1.2811 1.0289 3.1731
C -1.4071 0.1021 2.1202
C -2.5911 -0.5663 1.7293
C -2.2121 -1.3486 0.6963
O -0.9093 -1.1822 0.4816
N -0.4006 -0.2012 1.3700
H -1.8715 0.8587 3.9705
H -0.3173 1.1090 3.4596
H -3.5855 -0.3655 2.0970
H -2.7349 -2.0240 0.0339
*
```

SMILES string	C=CCNC=O.Nc1ccon1
energy above the lowest of the compared OMol25 structures with the same formula, charge and spin	52.1	kcal/mol
Kohn-Sham gap	10.19	eV
max |F|	0.028	hartree/bohr
E_LUMO	0.89	eV

natural (NBO) atomic charge list, values in e, 6 entries: -0.393, -0.202, -0.257, -0.617, 0.531, -0.620

---

# 3
This record from OMol25 describes a structure of composition C31H44MgN4OP2 at a distorted geometry. The level of theory is the ωB97M-V functional and the def2-TZVPD basis.

Structure (ORCA input):
```
! wB97M-V def2-TZVPD RIJCOSX def2/J DEFGRID3
* xyz 0 1
Mg -0.4185 -1.9311 1.2293
C -0.5783 3.3215 3.9262
C -1.5017 2.7357 3.1537
C -1.2236 2.3436 1.7334
C 0.1403 1.6815 1.3676
C 1.3546 2.4787 0.9238
C 1.5476 3.7896 1.0972
C 0.7108 4.5692 2.0416
C 0.7033 3.8788 3.4390
C 1.3712 -2.9718 1.4167
H -0.7716 3.4528 4.9914
H -2.5224 2.6001 3.5074
H -1.4228 3.2130 1.0928
H -1.9745 1.5948 1.4482
H 0.3788 0.9496 2.1551
H -0.0815 1.0201 0.5080
H 2.1190 1.8854 0.4010
H 2.3752 4.3217 0.6158
H -0.3031 4.6790 1.6556
H 1.0451 5.6109 2.1261
H 1.4414 3.0669 3.4702
H 1.0659 4.6430 4.1392
H 1.4667 -3.1424 2.5025
H 2.0707 -2.1471 1.2002
H 1.6530 -3.9143 0.9340
P 1.5030 -1.5606 -1.1994
P -2.2006 -0.6037 -1.0152
N 2.8117 -0.3737 -1.7765
N 2.1532 -2.7429 -2.5969
N -2.1650 0.8253 -2.0912
N -3.7738 -1.1051 -1.9949
C 0.2994 -0.8249 -2.3154
C -1.0721 -1.5054 -2.1440
C 3.9105 -0.0819 -0.9785
C 4.7646 0.7871 -1.6681
C 4.1847 1.0135 -2.9526
C 2.9829 0.3059 -2.9815
C 2.3929 -4.0850 -2.3415
C 2.9624 -4.6766 -3.4813
C 3.0667 -3.6653 -4.4737
C 2.5402 -2.5036 -3.9097
C -2.0788 2.1274 -1.6152
C -1.7365 2.9712 -2.6652
C -1.6651 2.1824 -3.8475
C -1.9034 0.8757 -3.4646
C -4.5784 -0.3700 -2.8690
C -5.2725 -1.2292 -3.7290
C -4.9442 -2.5637 -3.3144
C -4.0193 -2.4461 -2.2777
H 0.5777 -0.9428 -3.3707
H 0.2840 0.2612 -2.1452
H -1.5155 -1.6263 -3.1517
H -0.9998 -2.4976 -1.6511
H 3.9660 -0.5000 0.0136
H 5.6837 1.2093 -1.2950
H 4.5668 1.6133 -3.7678
H 2.2288 0.2818 -3.7574
H 2.1115 -4.4935 -1.3902
H 3.2785 -5.7039 -3.5813
H 3.4787 -3.7193 -5.4732
H 2.4271 -1.5399 -4.3743
H -2.3824 2.3170 -0.6072
H -1.5666 4.0332 -2.5873
H -1.4946 2.4958 -4.8645
H -1.9147 -0.0123 -4.0671
H -4.6027 0.7117 -2.7990
H -5.8897 -0.9452 -4.5695
H -5.3216 -3.4850 -3.7223
H -3.5050 -3.2196 -1.7268
C -1.7201 -0.1887 5.1299
C -0.4893 -0.9024 4.5110
C 0.7562 -0.1681 5.0925
C -0.4018 -2.3671 4.9640
O -0.4571 -0.9036 3.0952
H -1.7106 -0.2543 6.2494
H -2.6641 -0.6279 4.7874
H -1.7559 0.8767 4.8426
H 1.0653 -0.4701 6.1151
H 1.6141 -0.3550 4.4237
H 0.6308 0.9213 5.1119
H -1.1559 -2.9947 4.4731
H 0.5767 -2.7689 4.6629
H -0.5065 -2.5149 6.0566
*
```

energy above the lowest of the compared OMol25 structures with the same formula, charge and spin	75.3	kcal/mol
Kohn-Sham gap	6.58	eV
max |F|	0.136	hartree/bohr
E_LUMO	-1.55	eV

Löwdin atomic charge list, values in e, 6 entries: 0.757, -0.126, -0.118, -0.201, -0.174, -0.100

---

# 4
This record from OMol25 describes a structure of composition C40H72F30N9O24S10 at a distorted geometry. The level of theory is the ωB97M-V functional and the def2-TZVPD basis.

Structure (ORCA input):
```
! wB97M-V def2-TZVPD RIJCOSX def2/J DEFGRID3
* xyz -1 1
C -21.3721 6.5116 21.3807
C -22.0368 7.8912 21.5899
C -21.4701 8.9882 20.6304
N -21.9925 10.4591 20.8945
C -21.3952 11.4158 19.8263
C -19.9098 11.5470 20.0541
C -19.3807 11.9312 21.4909
C -20.0136 11.0400 22.5761
C -21.5593 10.9271 22.2972
C -23.5313 10.4998 20.8828
H -21.5918 6.2744 20.3398
H -21.8510 5.6672 21.8764
H -20.2902 6.4138 21.4709
H -21.9857 8.1933 22.6360
H -23.1017 7.7374 21.4154
H -21.6836 8.8204 19.5748
H -20.4013 9.0223 20.8417
H -21.5649 10.9910 18.8369
H -21.8221 12.4144 19.9191
H -19.3960 10.6512 19.7054
H -19.5391 12.3867 19.4661
H -18.2984 11.8064 21.4593
H -19.4945 13.0011 21.6655
H -19.5242 10.0824 22.3982
H -19.8905 11.3961 23.5990
H -22.1219 10.3760 23.0507
H -22.0267 11.9094 22.2284
H -23.8484 11.5375 20.7784
H -23.7898 10.0363 21.8349
H -23.8593 10.0497 19.9458
C -15.8617 14.3088 15.4925
C -14.3812 14.6038 15.8393
C -13.6027 15.5096 14.9006
N -12.1510 15.8204 15.4163
C -11.5286 16.6962 14.2778
C -10.1714 17.2347 14.5216
C -10.1163 18.0231 15.8951
C -10.7013 17.2086 17.0865
C -12.1464 16.6451 16.7556
C -11.3429 14.5231 15.6773
H -16.0192 13.7180 14.5902
H -16.3360 15.2845 15.3871
H -16.4190 13.8109 16.2860
H -13.7882 13.7020 15.9915
H -14.2557 14.9311 16.8714
H -14.0916 16.4614 14.6929
H -13.4271 14.9770 13.9659
H -12.2134 17.5201 14.0768
H -11.5004 16.1360 13.3431
H -9.9399 17.9583 13.7399
H -9.4208 16.4449 14.4898
H -10.6670 18.9592 15.8028
H -9.0970 18.3865 16.0261
H -10.5797 17.7755 18.0095
H -9.9347 16.4597 17.2851
H -12.8479 17.4570 16.5637
H -12.4923 16.0045 17.5668
H -10.3411 14.7641 15.3217
H -11.7510 13.6896 15.1057
H -11.3593 14.2909 16.7421
C -13.3098 8.3268 27.7364
O -14.6633 8.7758 27.7088
C -15.5531 7.7411 27.2797
C -16.9743 8.2502 27.0560
N -16.9922 9.5196 26.2366
H -17.8902 9.9219 26.4644
H -16.3713 10.1850 26.6745
C -16.7042 9.4158 24.6978
C -15.2369 9.7782 24.3983
O -14.9857 10.9672 25.1063
C -13.6810 11.3091 25.4581
H -13.2670 7.3609 28.2396
H -12.6957 9.0698 28.2452
H -12.9718 8.2033 26.7075
H -15.4365 6.8211 27.8526
H -15.2386 7.4792 26.2695
H -17.4811 8.6427 27.9376
H -17.7704 7.6793 26.5780
H -17.4509 10.0420 24.2094
H -16.8720 8.3642 24.4653
H -15.1280 10.0329 23.3441
H -14.4650 9.0515 24.6516
H -13.7183 12.2089 26.0722
H -13.1025 11.6184 24.5875
H -13.1388 10.5461 26.0166
C -12.3189 16.9193 20.8109
O -13.5764 17.5710 20.7594
C -14.7368 17.0074 20.1485
C -15.4600 16.2956 21.2629
N -14.6957 15.0471 21.8607
H -14.2352 14.5381 21.1198
H -13.8693 15.3094 22.3788
C -15.5686 14.1029 22.6431
C -15.6615 14.3462 24.1248
O -14.4111 14.2740 24.8006
C -14.3957 14.9922 26.0576
H -12.4417 15.8404 20.9051
H -11.8087 17.1025 21.7565
H -11.6574 17.1295 19.9704
H -14.4709 16.3204 19.3450
H -15.3062 17.7698 19.6168
H -16.4284 15.9274 20.9243
H -15.6872 17.0470 22.0191
H -15.1952 13.0790 22.6245
H -16.5940 14.0474 22.2777
H -16.4554 13.7654 24.5944
H -16.1020 15.3408 24.1938
H -15.1242 14.5364 26.7282
H -14.5619 16.0691 26.0300
H -13.4537 14.7975 26.5702
C -20.2212 19.6274 24.2390
F -21.3926 19.0699 24.1733
F -20.4140 20.9695 24.1455
F -19.5439 19.4468 25.3882
S -19.1515 18.9937 22.7241
O -19.1569 20.1180 21.7639
O -17.8154 18.5958 23.2337
N -20.1465 17.7501 22.0391
S -19.7109 16.5608 22.8915
O -18.4843 15.9123 22.3851
O -19.8843 16.7783 24.3622
C -21.2002 15.2758 22.5494
F -21.1598 14.9827 21.2209
F -21.1017 14.1593 23.2803
F -22.2960 15.9321 22.7614
C -21.1004 9.1832 25.9028
F -20.5008 9.1788 24.7402
F -22.4149 8.8398 25.7063
F -20.3970 8.3301 26.7249
S -20.9848 10.9483 26.5871
O -21.7172 11.7711 25.6327
O -21.4726 10.9274 27.9901
N -19.2309 11.1385 26.5151
S -19.1611 12.7256 26.5023
O -18.7592 13.2416 25.2374
O -20.1715 13.5455 27.1690
C -17.5225 12.9297 27.6623
F -16.4224 12.5828 26.9660
F -17.4368 14.1837 28.1804
F -17.6032 12.0395 28.5814
C -17.9190 19.2440 17.9436
F -16.6563 19.4925 17.7377
F -18.4975 19.9714 18.9231
F -18.6427 19.3527 16.8475
S -18.0776 17.4075 18.6487
O -17.0646 16.5866 17.9218
O -17.7582 17.5691 20.0662
N -19.7696 17.0853 18.6409
S -20.1715 16.6902 17.1794
O -21.5693 17.1146 17.0343
O -19.3880 16.9241 15.9467
C -20.2492 14.7644 17.4433
F -19.0342 14.2204 17.6335
F -21.0635 14.5507 18.4645
F -20.7289 14.2598 16.2498
C -11.7605 17.7682 25.3745
F -11.9698 16.4808 25.3108
F -10.8479 18.1910 24.4230
F -12.9129 18.4135 25.1909
S -11.0515 18.1332 27.1872
O -10.5609 19.5536 27.1323
O -12.1621 17.8989 28.1407
N -9.6938 17.0824 27.2198
S -10.0149 15.8999 28.0768
O -9.5113 16.0605 29.4318
O -11.3921 15.3903 28.0482
C -9.1410 14.4632 27.1778
F -9.3323 13.3472 27.9122
F -9.7167 14.3309 26.0311
F -7.8416 14.7681 26.9705
C -11.1134 14.1031 22.2246
F -10.3122 15.1432 22.0824
F -10.5249 13.1717 23.0170
F -12.1823 14.4253 22.8598
S -11.4083 13.2181 20.4588
O -10.6094 13.8862 19.4202
O -11.0065 11.8851 20.8104
N -13.1458 13.4458 20.3201
S -13.5809 12.2478 19.3634
O -12.8543 12.1884 18.0822
O -13.7063 10.9444 20.0590
C -15.4054 12.7975 18.9057
F -15.8168 11.9541 17.9971
F -16.1799 12.5926 19.9353
F -15.4556 14.1354 18.5979
*
```

energy above the lowest of the compared OMol25 structures with the same formula, charge and spin	0.0	kcal/mol
Kohn-Sham gap	7.03	eV
max |F|	0.123	hartree/bohr
E_LUMO	0.51	eV

Löwdin atomic charge list, values in e, 6 entries: -0.092, -0.213, -0.074, -0.237, -0.091, -0.149